[1]
A single ClH3O2SSi molecule in a non-equilibrium geometry, computed with ωB97M-V/def2-TZVPD.

Each line ends with the Mulliken charge.
Element x y z (Å)
O  -3.0125  0.2337  -2.4290  -0.412
O  -0.6003  0.7567  -1.4653  -0.276
Si  -0.7877  0.1258  -0.0313  0.335
S  -1.8972  1.0090  -2.8356  0.734
Cl  -2.2953  2.9102  -2.5347  -0.073
H  0.5766  -0.4693  0.2306  -0.071
H  -1.6531  1.0627  0.7028  -0.102
H  -1.5014  -1.0922  -0.4212  -0.136

**ΔE to the lowest compared entry with this formula, charge and spin**: 21.0 kcal per mole
**HOMO level**: -10.460 eV
**Net charge**: 0
**2S+1**: 1
**Kohn-Sham gap**: 10.20 eV

---

[2]
A single C3H5ClS molecule in a non-equilibrium geometry, computed with ωB97M-V/def2-TZVPD.

Each line ends with the Mulliken charge.
Element x y z (Å)
C  -1.1724  -1.5826  -0.9572  -0.498
C  -1.0598  -0.4488  -0.3464  0.164
C  1.4771  1.2046  0.7561  -0.615
S  0.6599  0.7057  -0.9510  -0.126
Cl  -2.0597  0.4001  0.7149  -0.150
H  -2.1078  -2.1142  -0.6685  0.241
H  -0.2816  -1.7708  -1.5894  0.267
H  1.7502  2.1940  0.7839  0.324
H  2.2276  0.4125  0.9029  0.246
H  0.5664  0.9994  1.3548  0.145

**ΔE to the lowest compared entry with this formula, charge and spin**: 37.9 kcal per mole
**SMILES string**: C=C(Cl)SC
**HOMO level**: -8.897 eV
**Net charge**: 0
**2S+1**: 1
**Kohn-Sham gap**: 9.43 eV